1.
C12H30ClGaINO2P2 | ωB97M-V/def2-TZVPD

The geometry in ORCA input format:
```
! wB97M-V def2-TZVPD RIJCOSX def2/J DEFGRID3
* xyz 2 1
H -0.534 -0.151 3.262
Ga 0.786 -0.977 -2.246
H -1.728 0.824 4.159
H 3.435 0.372 1.730
H -2.907 3.781 0.954
H 4.969 0.285 -0.710
I 0.807 1.685 -1.474
H -3.247 -2.563 -2.944
P -1.559 -1.031 -2.228
H -2.302 -3.249 -1.587
C -1.149 1.544 2.203
H -2.468 0.710 -0.835
H 0.035 -3.730 -1.257
H -0.844 3.682 4.057
C 3.734 -2.029 0.133
C 0.522 -1.976 -0.074
C 2.479 0.300 1.197
H 3.897 -2.694 -0.723
H -2.218 4.501 3.236
C 4.009 0.445 -1.213
C -1.774 3.532 3.482
C -2.238 -2.684 -2.528
O -1.008 0.956 1.122
H 1.715 -3.655 -0.688
H -1.515 2.955 0.151
H 3.235 -2.586 0.936
C 0.676 -3.417 -0.414
H -1.280 4.510 1.015
H -2.164 -0.769 0.087
H 4.705 -1.666 0.497
H -2.007 1.078 -3.330
N -1.535 2.838 2.237
H -1.254 -0.104 -4.439
C -1.996 0.025 -3.642
H -1.608 -3.230 -3.236
H 2.079 1.299 1.004
Cl 1.825 -1.510 -4.057
H 4.090 0.147 -2.261
C -2.555 -0.383 -0.862
H 1.744 -0.245 1.797
H -2.466 2.964 4.122
H -2.989 -0.274 -4.000
H 0.409 -4.050 0.452
O 0.052 -1.515 0.923
H -0.043 1.389 4.029
H 3.739 1.508 -1.170
P 2.734 -0.587 -0.390
C -0.850 0.864 3.504
H -3.608 -0.677 -0.988
C -1.829 3.558 1.011
*
```

Calculated values
* ΔE to the lowest compared entry with this formula, charge and spin: 0.00 kJ/mol
* E: -110078.242 eV
* LUMO energy (alpha / beta): -9.53 / -9.52 eV
* frontier orbital gap (alpha / beta): 4.51 / 4.51 eV

---

2.
C12H30ClLuO2P2Si | ωB97M-V/def2-TZVPD

The geometry in ORCA input format:
```
! wB97M-V def2-TZVPD RIJCOSX def2/J DEFGRID3
* xyz 2 1
O 2.637 0.149 1.382
H -0.162 4.080 -2.214
O 1.270 0.419 -4.246
Lu -0.304 -0.072 -0.221
C 0.022 3.000 -2.065
H -1.688 4.249 0.091
H -2.385 2.603 -0.186
H 1.337 -1.284 3.704
H 1.223 1.758 3.484
C 0.418 0.170 -5.054
C 0.235 -1.277 3.681
H -2.743 -0.908 2.343
H 1.263 -3.096 -2.088
H 0.107 0.523 -7.160
H 1.178 4.683 0.314
C 0.309 -3.369 -1.606
C 0.591 -0.205 -6.499
C 0.124 1.665 3.471
Si -0.420 0.101 2.595
C -1.583 3.173 0.323
H 0.203 -4.470 -1.588
H -1.670 3.010 1.413
H -0.309 2.588 3.054
P 0.300 -2.678 0.094
H -0.768 2.416 -2.574
P 0.073 2.581 -0.285
H -1.294 -4.435 0.699
H -2.519 0.104 3.808
H 1.661 -3.154 2.038
H -0.518 -2.926 -2.191
H -2.813 0.884 2.219
Cl -1.315 0.209 -4.542
H -0.142 -1.039 4.697
C -1.297 -3.332 0.785
H -2.143 -2.914 0.204
H -0.123 -2.281 3.401
H -0.237 1.542 4.513
H 2.312 3.338 0.077
H 1.664 -0.224 -6.707
H 1.565 -4.574 0.969
C -2.311 0.037 2.718
C 1.554 0.079 0.924
H -1.409 -3.031 1.842
C 1.649 -3.482 1.002
C 1.346 3.615 0.493
H 0.983 2.720 -2.527
H 0.163 -1.194 -6.695
H 1.376 3.435 1.563
H 2.593 -3.189 0.545
*
```

Calculated values
* ΔE to the lowest compared entry with this formula, charge and spin: 0.00 kJ/mol
* E: -89608.934 eV
* LUMO energy: -7.73 eV
* frontier orbital gap: 6.53 eV

---

3.
C12H30ClN2 | ωB97M-V/def2-TZVPD

The geometry in ORCA input format:
```
! wB97M-V def2-TZVPD RIJCOSX def2/J DEFGRID3
* xyz -1 1
H 27.877 -28.876 5.654
H 24.967 -30.542 2.152
H 27.673 -31.707 1.460
H 25.049 -28.525 10.443
H 27.287 -28.122 7.138
H 26.648 -28.473 -1.971
C 26.203 -28.803 -1.032
H 24.157 -32.354 0.645
C 27.438 -29.075 6.631
H 28.045 -29.312 -0.203
H 25.148 -31.740 -0.702
H 26.615 -29.984 3.597
H 24.539 -29.844 0.696
H 25.872 -32.612 0.711
C 23.951 -30.237 7.566
H 25.656 -29.340 5.684
C 25.260 -30.552 1.103
C 27.055 -29.755 -0.313
Cl 23.408 -28.753 3.859
H 24.299 -32.086 8.631
C 27.560 -30.699 1.860
H 23.515 -29.895 6.628
H 24.165 -30.024 10.353
C 27.148 -30.879 3.276
H 26.600 -31.783 3.541
H 24.686 -32.211 6.915
C 25.169 -29.601 10.316
H 27.959 -30.943 4.002
C 26.111 -29.815 6.554
H 28.142 -29.691 7.191
C 25.113 -31.906 0.375
H 26.905 -29.338 9.093
H 23.239 -29.951 8.340
H 27.220 -30.678 -0.868
H 28.497 -30.151 1.762
N 25.282 -29.597 7.758
H 23.008 -32.157 7.503
H 25.266 -29.281 -1.318
H 25.707 -30.051 11.150
C 25.981 -29.914 9.035
H 26.314 -30.869 6.368
H 26.267 -30.966 9.039
C 24.010 -31.750 7.635
N 26.576 -29.998 1.042
H 26.022 -27.915 -0.425
*
```

Calculated values
* ΔE to the lowest compared entry with this formula, charge and spin: 0.00 kJ/mol
* E: -28434.449 eV
* LUMO energy: 3.25 eV
* frontier orbital gap: 7.21 eV

---

4.
C12H30F6K2O6P | ωB97M-V/def2-TZVPD

The geometry in ORCA input format:
```
! wB97M-V def2-TZVPD RIJCOSX def2/J DEFGRID3
* xyz 1 1
H -3.136 -0.044 4.101
H -1.737 1.593 -3.638
P 0.549 1.075 0.441
H 1.533 -1.280 1.523
H -1.477 2.775 -4.953
H 1.409 1.474 -2.946
H 2.758 -5.522 3.003
F 0.914 0.650 -1.125
O 1.910 -6.118 1.273
H -3.400 2.789 -1.970
H 2.749 -2.370 0.712
H -4.740 0.571 0.327
H 2.021 -6.733 -0.521
H 0.838 3.542 -0.957
H 1.437 -3.452 3.307
O 0.839 -3.247 1.280
F 1.625 2.315 0.571
F 0.043 1.315 1.942
H 0.352 -4.683 2.491
H -0.372 1.435 -4.713
C 1.256 -4.076 2.432
C 0.599 2.048 -2.496
C -3.726 0.308 0.026
F -0.617 2.067 -0.145
H -2.153 1.494 4.217
O -0.031 2.914 -3.466
F -0.543 -0.130 0.431
C 2.377 -5.036 2.104
H 4.204 4.873 -2.152
H 3.378 4.493 -0.679
H 0.058 1.425 -1.785
H 0.765 -5.348 -0.288
H 1.209 -1.608 0.060
C 3.520 4.151 -1.705
H -3.803 -0.562 -0.626
H -1.968 -0.246 1.066
C 1.758 -5.760 -0.108
O -3.120 1.456 -0.513
C 1.696 -2.142 0.876
C -2.981 -0.022 1.401
K -1.842 2.601 1.157
C -2.498 0.675 3.586
H -3.432 -0.962 1.719
H 2.515 -5.057 -0.456
O -2.960 1.031 2.281
C -0.991 2.164 -4.191
K 1.955 0.433 2.966
H 1.984 2.209 -0.859
H 4.060 3.207 -1.622
C 1.479 2.887 -1.547
O 2.344 3.752 -2.327
H 3.254 -4.532 1.698
H -3.518 1.080 -2.536
H -1.490 0.267 3.659
H -4.794 2.089 -1.626
F 1.695 -0.012 1.037
C -3.753 1.785 -1.738
*
```

Calculated values
* ΔE to the lowest compared entry with this formula, charge and spin: 1230.69 kJ/mol
* E: -83445.760 eV
* LUMO energy: -3.57 eV
* frontier orbital gap: 7.59 eV

---

5.
C12H30IO2P2PbSi | ωB97M-V/def2-TZVPD

The geometry in ORCA input format:
```
! wB97M-V def2-TZVPD RIJCOSX def2/J DEFGRID3
* xyz 3 1
H -3.601 -2.315 -0.039
H 1.740 -2.343 2.755
O 0.098 2.984 -0.452
H -2.454 -0.978 3.048
C 3.816 -1.463 0.461
H -0.208 1.113 4.307
C -3.409 1.341 0.845
C 0.036 1.841 -0.341
C 0.001 0.023 -6.026
I -0.012 -1.170 -3.073
H -1.598 -2.519 2.656
O 0.019 1.764 -4.283
H -1.334 -1.725 4.251
H 4.543 1.272 0.665
H 3.027 2.221 0.509
H -4.871 -1.093 0.283
P -2.764 -0.038 -0.158
H 4.862 -1.214 0.241
H -3.167 1.200 1.906
H 3.108 -0.336 -2.585
C -3.485 0.399 -1.783
H 2.466 -0.719 2.984
H -3.112 -0.273 -2.571
C -0.150 1.193 3.216
P 2.776 -0.099 -0.172
C 0.007 0.632 -4.674
H 0.735 1.772 2.946
C 3.456 1.265 0.833
H 3.549 -2.398 -0.052
H -4.500 1.345 0.710
C 3.493 0.332 -1.799
H -0.891 -0.615 -6.132
H -2.991 2.290 0.489
H 1.463 -1.443 4.277
H 0.884 -0.629 -6.134
Si -0.007 -0.542 2.621
C -1.512 -1.543 3.172
H 4.593 0.252 -1.729
H -3.196 1.430 -2.036
H 3.212 1.366 -2.051
H -1.046 1.693 2.845
H -3.675 -1.503 1.564
H 3.675 -1.576 1.546
C 1.583 -1.342 3.186
H 3.247 1.107 1.900
Pb 0.000 -0.736 -0.118
H -4.585 0.330 -1.706
H 0.008 0.821 -6.786
C -3.830 -1.376 0.483
*
```

Calculated values
* E: -56801.416 eV
* LUMO energy: -12.43 eV
* frontier orbital gap: 5.37 eV

---

6.
C12H30InN2O4 | ωB97M-V/def2-TZVPD

The geometry in ORCA input format:
```
! wB97M-V def2-TZVPD RIJCOSX def2/J DEFGRID3
* xyz 3 1
H -0.375 -0.912 -0.532
C 2.393 2.616 -0.284
H 0.502 -3.216 0.390
H 2.449 -0.519 0.535
H -1.168 1.391 -1.520
H -1.993 2.461 -3.986
N 0.692 0.663 2.044
H -2.679 -0.627 -1.036
H 2.795 -4.672 -1.913
H -2.587 1.095 -2.454
H -3.701 1.547 2.325
H -0.641 2.069 -5.076
C 0.216 0.670 3.372
H -1.838 -0.126 2.987
H -3.330 2.818 3.577
H -0.334 2.761 -3.436
C 2.159 0.849 2.099
H 2.101 3.048 0.673
C -1.108 -2.664 -0.837
O -0.772 0.793 -3.457
H 0.644 1.537 3.876
H -1.695 0.972 4.327
H 0.128 1.430 1.706
C -1.901 -0.651 -1.799
O 0.915 -3.715 -1.551
H 2.600 0.192 2.849
H 3.775 0.620 0.774
H -3.177 3.178 1.902
O 2.087 1.242 -0.334
O -1.684 2.013 2.607
C -0.006 -3.601 -0.494
H 2.385 1.859 2.442
H 1.859 3.208 -1.028
H -2.314 -1.098 -2.703
H -1.736 -2.501 0.039
H 0.408 -0.240 3.941
C 2.101 -4.333 -1.143
C -3.051 2.370 2.623
C -1.352 0.795 3.308
In 1.904 -1.547 -4.786
N -0.721 -1.363 -1.367
H -0.349 -4.572 -0.136
H 3.464 2.777 -0.409
C 2.690 0.526 0.728
H -1.854 -3.111 -1.494
H 1.918 -5.191 -0.497
C -1.572 0.734 -2.290
H 2.718 -3.678 -0.527
C -0.964 2.105 -4.036
*
```

Calculated values
* ΔE to the lowest compared entry with this formula, charge and spin: 346.43 kJ/mol
* E: -29237.256 eV
* LUMO energy: -15.48 eV
* frontier orbital gap: 2.78 eV

---

7.
C12H30KO6 | ωB97M-V/def2-TZVPD

The geometry in ORCA input format:
```
! wB97M-V def2-TZVPD RIJCOSX def2/J DEFGRID3
* xyz 1 1
H 12.477 14.645 7.587
H 5.236 15.970 3.940
O 8.131 17.217 7.323
C 12.676 17.059 6.765
C 11.568 15.231 7.762
H 6.135 19.261 6.013
H 8.059 18.183 9.166
H 6.720 16.522 8.673
C 6.862 16.689 7.597
K 9.358 16.525 4.987
H 8.432 21.221 4.346
H 11.949 13.547 5.795
C 6.282 19.882 5.130
H 5.493 17.351 5.037
O 9.984 14.083 6.294
H 7.446 14.699 6.985
H 11.935 19.326 4.141
O 6.562 15.603 5.425
H 6.066 17.407 7.330
H 10.771 13.525 4.495
C 10.331 14.363 7.640
H 12.554 17.797 5.975
H 7.308 20.939 3.002
H 8.098 19.250 7.741
O 11.490 16.280 6.795
H 6.402 20.917 5.467
C 9.113 19.819 2.837
C 8.478 18.321 8.166
H 5.381 19.836 4.509
O 7.417 19.423 4.421
O 9.982 19.030 3.612
H 10.950 20.819 4.077
C 6.635 15.408 6.817
C 10.956 19.760 4.341
H 12.825 17.579 7.716
H 10.724 12.233 5.684
H 8.644 19.154 2.104
H 10.741 19.698 5.415
H 4.516 15.960 5.554
H 10.483 13.437 8.200
H 13.542 16.430 6.543
H 9.481 14.929 8.019
C 8.028 20.452 3.672
H 11.600 15.675 8.762
C 5.395 16.263 4.974
H 5.706 14.956 7.189
C 10.913 13.300 5.557
H 9.562 18.344 8.253
H 9.690 20.522 2.226
*
```

Calculated values
* ΔE to the lowest compared entry with this formula, charge and spin: 0.00 kJ/mol
* E: -41533.781 eV
* LUMO energy: -2.20 eV
* frontier orbital gap: 10.59 eV

---

8.
C12H30N2O11P4 | ωB97M-V/def2-TZVPD

The geometry in ORCA input format:
```
! wB97M-V def2-TZVPD RIJCOSX def2/J DEFGRID3
* xyz 0 1
C -1.788 1.720 0.455
H 0.673 -6.604 2.205
H 3.184 0.654 -1.997
H 1.289 0.434 -5.423
H 1.762 4.013 3.475
N 2.469 0.260 2.764
C -0.580 -0.431 -4.826
H -0.202 1.245 -0.847
P 1.006 2.301 0.880
H -0.048 1.175 -3.459
C -0.190 -0.227 0.671
O 2.269 0.761 -1.707
O 3.425 2.949 -1.050
H -1.209 3.665 -0.396
O -3.117 -2.652 2.493
H 0.856 -0.517 0.768
O 1.233 2.926 -2.373
H -0.098 0.905 -6.424
C -2.208 -3.354 2.194
H -2.092 1.555 1.486
H -2.518 3.749 0.788
P 0.162 2.597 3.011
H -1.496 -0.819 -5.278
C -0.357 1.226 0.236
C -0.902 0.542 -3.711
H 0.613 -0.707 -6.589
H -2.388 1.034 -0.150
H -0.369 4.675 2.485
H 0.273 -4.144 0.438
O -1.983 -4.591 2.702
N -0.532 1.429 3.730
P 2.905 1.416 1.818
H 0.899 3.694 0.622
H 2.633 0.447 3.745
H -0.601 -0.841 -0.126
C -0.197 -4.001 1.408
C -0.124 -6.151 2.795
H 3.615 2.502 2.351
H -0.752 -6.944 3.198
H 0.319 -5.611 3.632
P 2.117 2.267 -1.176
C -0.933 -5.217 1.935
O 1.458 3.170 3.823
C -2.096 3.152 -0.020
H -2.830 3.144 -0.824
C -0.457 -1.478 -2.814
H 0.537 -3.626 2.126
O -0.790 3.907 2.882
H 1.197 3.874 -2.227
O 0.022 -1.511 -4.076
O -1.176 -0.344 -2.607
H -1.410 -5.758 1.114
H -0.741 -0.444 1.581
H -1.771 1.166 -3.903
O -1.251 -3.041 1.294
H 3.654 1.008 0.714
O -0.271 -2.322 -1.998
H -1.456 1.691 4.060
C 0.364 0.081 -5.880
*
```

Calculated values
* E: -75590.155 eV
* LUMO energy: -0.12 eV
* frontier orbital gap: 7.69 eV

---

9.
C12H31AsBF6NNaO2 | ωB97M-V/def2-TZVPD

The geometry in ORCA input format:
```
! wB97M-V def2-TZVPD RIJCOSX def2/J DEFGRID3
* xyz -1 1
F -2.385 0.707 -0.262
As -4.109 0.178 -0.244
H -1.777 0.396 2.182
H -1.235 -1.181 2.617
F -5.811 -0.374 -0.311
H -0.340 -0.795 -3.895
H 3.879 1.521 1.888
C -0.387 -2.561 -0.281
C 3.369 1.700 2.835
H -0.865 -4.711 -0.329
C -1.319 2.569 -2.831
H 1.512 1.829 4.809
H 0.116 1.999 3.761
H -0.191 -4.078 -1.816
H 1.538 -0.627 1.738
H -0.080 0.089 2.835
C -0.129 -4.014 -0.729
C 1.226 2.307 -3.219
H 1.343 1.323 -3.673
H -1.246 -1.897 -2.774
C 1.953 -1.592 1.446
N 0.617 -1.532 -0.706
H 2.958 -1.711 1.851
F -4.586 1.773 -0.894
C 1.911 2.142 2.697
H -0.514 -2.453 0.796
H 2.431 -2.574 -0.474
H 2.538 -0.868 -0.444
H -1.306 3.443 -3.484
H -1.607 1.688 -3.404
C 1.924 -1.693 -0.082
H -2.118 2.741 -2.111
C -0.514 -1.095 -2.861
F -3.587 -1.428 0.464
H 1.095 3.025 -4.028
H -1.376 -2.188 -0.548
C 0.845 -1.424 -2.181
C 1.127 2.364 3.941
H 1.450 -0.527 -2.319
H 3.922 2.517 3.299
B -1.135 -0.136 2.867
F -4.338 0.767 1.450
H -1.043 -0.262 -2.398
F -3.902 -0.492 -1.891
H 0.836 -4.413 -0.418
H 1.063 3.418 4.212
H 3.466 0.886 3.552
O 1.420 2.262 1.573
Na -0.230 0.396 0.660
H 1.357 -2.363 1.934
H -1.571 0.062 3.834
H 1.323 -2.348 -2.509
C 0.062 2.368 -2.295
H 2.161 2.570 -2.725
O 0.260 2.294 -1.107
*
```

Calculated values
* ΔE to the lowest compared entry with this formula, charge and spin: 0.00 kJ/mol
* E: -100772.770 eV
* LUMO energy: 1.98 eV
* frontier orbital gap: 7.73 eV